[1]
Below is a structure of composition C45H52As3N3O4P2Se2W in a non-equilibrium geometry, with properties calculated with ωB97M-V with the def2-TZVPD basis set.

CARTESIAN COORDINATES (ANGSTROEM)
W -1.35 -0.33 -0.61
Se 4.91 -1.14 -2.41
P 4.10 -1.13 -0.49
C 4.94 -0.03 0.67
C 5.27 1.25 0.20
C 5.94 2.13 1.03
C 6.30 1.75 2.32
C 5.98 0.48 2.78
C 5.29 -0.41 1.96
C 3.96 -2.77 0.25
C 2.74 -3.43 0.36
C 2.69 -4.75 0.76
C 3.87 -5.42 1.07
C 5.09 -4.76 0.97
C 5.14 -3.45 0.54
C 2.39 -0.45 -0.46
C 1.49 -0.09 0.56
N 0.45 0.46 -0.11
N 0.68 0.44 -1.43
N 1.85 -0.13 -1.65
P 1.04 -0.27 2.30
Se -1.74 -0.68 1.55
C 2.26 -1.11 3.32
C 2.27 -2.50 3.32
C 3.14 -3.20 4.13
C 3.98 -2.50 5.00
C 3.94 -1.12 5.05
C 3.08 -0.41 4.21
C 0.98 1.46 2.84
C -0.04 1.86 3.69
C -0.10 3.18 4.14
C 0.86 4.09 3.72
C 1.88 3.69 2.87
C 1.94 2.37 2.43
H 5.04 1.52 -0.82
H 6.21 3.12 0.66
H 6.84 2.44 2.95
H 6.27 0.18 3.78
H 5.04 -1.39 2.34
H 1.81 -2.91 0.12
H 1.74 -5.27 0.83
H 3.84 -6.46 1.38
H 6.01 -5.29 1.20
H 6.09 -2.96 0.41
H 1.59 -3.05 2.68
H 3.16 -4.28 4.11
H 4.64 -3.05 5.66
H 4.57 -0.58 5.74
H 3.07 0.67 4.25
H -0.79 1.15 4.03
H -0.89 3.49 4.81
H 0.82 5.11 4.07
H 2.64 4.39 2.55
H 2.75 2.06 1.77
C -4.51 -0.09 -2.91
As -3.93 -0.26 -1.07
C -4.48 -2.08 -0.69
C -5.00 0.88 0.08
C -4.81 2.40 -0.02
C -5.69 3.03 1.07
C -3.37 2.83 0.29
As -1.85 2.25 -0.80
C -1.96 2.85 -2.64
C -0.46 3.36 -0.07
C -5.20 2.97 -1.40
As -6.98 2.84 -2.31
C -7.87 4.34 -1.44
C -7.98 1.41 -1.41
H -5.53 -0.47 -2.96
H -3.86 -0.71 -3.51
H -4.50 0.93 -3.27
H -5.56 -2.12 -0.54
H -3.97 -2.45 0.19
H -4.21 -2.68 -1.56
H -4.75 0.54 1.10
H -6.04 0.62 -0.10
H -5.37 2.70 2.06
H -6.73 2.74 0.94
H -5.63 4.12 1.04
H -3.07 2.50 1.29
H -3.31 3.92 0.28
H -2.38 3.86 -2.68
H -2.55 2.17 -3.25
H -0.94 2.86 -3.01
H -0.73 4.40 -0.23
H 0.48 3.14 -0.58
H -0.36 3.16 0.99
H -4.49 2.60 -2.14
H -5.04 4.05 -1.37
H -7.35 5.27 -1.68
H -7.94 4.23 -0.36
H -8.88 4.41 -1.85
H -7.60 0.43 -1.68
H -8.99 1.48 -1.81
H -8.04 1.51 -0.33
O -0.36 -2.11 -1.01
C -0.61 -2.02 -2.29
O -1.62 -1.23 -2.51
C 0.24 -2.58 -3.27
C 0.08 -2.18 -4.61
C 1.02 -2.52 -5.57
C 2.10 -3.26 -5.13
O 3.14 -3.67 -5.85
C 4.04 -4.34 -4.95
O 3.38 -4.42 -3.69
C 2.24 -3.69 -3.81
C 1.33 -3.38 -2.85
H -0.77 -1.57 -4.88
H 0.93 -2.21 -6.60
H 4.95 -3.75 -4.85
H 4.24 -5.34 -5.33
H 1.45 -3.69 -1.83

Computed properties:
* spin multiplicity: 1
* net charge: +2



[2]
Below is a structure of composition C39H37N9O4S2Sr in a non-equilibrium geometry, with properties calculated with ωB97M-V with the def2-TZVPD basis set.

CARTESIAN COORDINATES (ANGSTROEM)
Sr -0.99 0.33 -1.10
C 1.07 5.51 -4.22
C 1.33 4.98 -2.82
N 1.78 3.60 -2.82
C 1.01 2.50 -2.78
S -0.71 2.67 -2.88
N 1.76 1.37 -2.71
N 1.04 0.24 -2.56
C 1.66 -0.89 -2.55
C 3.15 -1.01 -2.70
C 0.83 -2.12 -2.46
C 1.41 -3.38 -2.66
C 0.63 -4.51 -2.62
C -0.73 -4.39 -2.38
C -1.23 -3.11 -2.19
N -0.49 -2.01 -2.22
H 0.79 6.57 -4.18
H 0.25 4.96 -4.68
H 1.95 5.41 -4.84
H 0.43 5.04 -2.20
H 2.11 5.56 -2.32
H 2.77 3.40 -2.80
H 3.61 -0.04 -2.51
H 3.43 -1.31 -3.71
H 3.56 -1.75 -2.01
H 2.47 -3.45 -2.85
H 1.08 -5.49 -2.78
H -1.39 -5.25 -2.35
H -2.29 -2.96 -2.01
O -0.49 -3.08 5.87
C -1.55 -3.55 5.19
O -2.12 -4.54 5.58
C -1.93 -2.84 3.93
C -2.70 -3.54 3.02
C -3.04 -2.95 1.80
C -2.60 -1.67 1.52
C -1.85 -0.94 2.44
C -1.53 -1.53 3.65
N -2.81 -1.10 0.23
C -3.96 -1.13 -0.29
C -4.21 -0.65 -1.69
C -5.44 -0.92 -2.28
C -5.67 -0.46 -3.57
C -4.67 0.25 -4.21
C -3.46 0.47 -3.55
N -3.23 0.02 -2.32
H -0.08 -2.35 5.39
H -3.02 -4.54 3.26
H -3.60 -3.51 1.06
H -1.57 0.08 2.20
H -0.97 -0.94 4.36
H -4.86 -1.48 0.24
H -6.20 -1.46 -1.73
H -6.61 -0.65 -4.06
H -4.81 0.64 -5.21
H -2.65 1.03 -4.00
S -2.21 3.81 2.52
C -3.69 3.20 1.95
C -3.50 2.26 0.97
C -2.13 1.98 0.61
C -1.34 2.78 1.41
C 0.12 2.90 1.32
C 0.83 3.78 2.16
C 2.19 3.95 2.01
C 2.85 3.23 1.02
C 2.09 2.36 0.26
N 0.78 2.17 0.40
H -4.62 3.56 2.35
H -4.35 1.78 0.50
H 0.30 4.34 2.91
H 2.73 4.63 2.66
H 3.90 3.35 0.83
H 2.55 1.78 -0.54
O 4.98 1.37 4.37
C 5.18 1.02 3.01
N 4.06 0.33 2.44
C 4.01 -1.03 2.42
O 4.90 -1.73 2.87
C 2.78 -1.66 1.83
C 2.55 -3.01 2.04
C 1.41 -3.58 1.50
C 0.55 -2.78 0.76
N 0.77 -1.49 0.54
C 1.87 -0.95 1.06
H 5.06 0.56 4.89
H 6.06 0.39 2.90
H 5.32 1.96 2.48
H 3.24 0.87 2.20
H 3.26 -3.58 2.63
H 1.19 -4.63 1.64
H -0.36 -3.20 0.34
H 2.01 0.10 0.84

Computed properties:
* spin multiplicity: 1



Calculated ΔE to the lowest compared entry with this formula, charge and spin (kJ/mol), listed in the same order as above: 0.0; 0.0
Calculated calculated total energy (eV), listed in the same order as above: -393767.659; -85153.772
Calculated Kohn-Sham gap (eV), listed in the same order as above: 5.06; 6.29